# 1
Here is C5H10O in the gas phase from OMol25. Energies are from ωB97M-V/def2-TZVPD.

CARTESIAN COORDINATES (ANGSTROEM)
C -1.768 0.777 0.009
C -1.159 -0.278 -0.912
C 0.654 -0.603 0.724
C 1.497 0.551 1.157
C 1.138 -1.255 -0.499
O 0.286 -0.151 -0.948
H -1.220 1.723 -0.078
H -1.731 0.461 1.056
H -2.809 0.968 -0.277
H -1.475 -0.117 -1.947
H -1.429 -1.287 -0.586
H 0.862 1.423 1.360
H 1.918 0.245 2.122
H 2.313 0.859 0.481
H 0.764 -2.240 -0.796
H 2.158 -1.075 -0.868

Computed properties:
LUMO in eV: 1.14
Energy relative to the best compared isomer or geometry (same formula, charge and spin) in kcal/mol: 106.0
HOMO-LUMO gap in Eh: 0.327

# 2
Here is 3 unconnected molecules or ions with the total composition C5H10O from OMol25. Energies are from ωB97M-V/def2-TZVPD.

CARTESIAN COORDINATES (ANGSTROEM)
C -0.247 0.444 1.697
C 1.052 -0.073 1.099
C 1.114 -1.112 0.016
C 1.435 0.089 -0.345
H -0.107 1.455 2.101
H -1.061 0.482 0.968
H -0.567 -0.197 2.528
H 1.871 -0.076 1.826
H 1.016 -2.159 -0.228
H 1.821 0.746 -1.109
H -1.300 -1.847 -0.207
H -1.700 -1.331 -0.562
C -0.825 0.894 -1.948
O -1.908 0.664 -1.471
H -0.287 1.840 -1.746
H -0.308 0.181 -2.618

Computed properties:
LUMO in eV: 0.72
Energy relative to the best compared isomer or geometry (same formula, charge and spin) in kcal/mol: 108.8
HOMO-LUMO gap in Eh: 0.376
Structure (SMILES): CC1C=C1.[H][H].C=O

# 3
Here is C5H10O in the gas phase from OMol25. Energies are from ωB97M-V/def2-TZVPD.

CARTESIAN COORDINATES (ANGSTROEM)
O -1.793 0.040 0.871
C -1.075 0.222 -0.347
C -0.204 -1.002 -0.627
C 0.843 -0.873 0.486
C 1.254 0.602 0.341
C -0.037 1.332 -0.123
H -1.997 -0.901 0.947
H -1.782 0.459 -1.155
H -0.772 -1.940 -0.653
H 0.283 -0.886 -1.605
H 1.677 -1.576 0.408
H 0.362 -1.025 1.459
H 1.673 1.024 1.259
H 2.027 0.679 -0.433
H -0.414 2.045 0.615
H 0.134 1.878 -1.058

Computed properties:
LUMO in eV: 1.03
Energy relative to the best compared isomer or geometry (same formula, charge and spin) in kcal/mol: 4.5
HOMO-LUMO gap in Eh: 0.411
Structure (SMILES): OC1CCCC1